# 1
Below is C2H3N3O2S in the gas phase in a non-equilibrium geometry, with properties calculated with ωB97M-V/def2-TZVPD.

The geometry in XYZ format:
```
11
Properties=species:S:1:pos:R:3:lowdin_charge:R:1
H -2.4178 -1.9224 -0.0360 0.09
N -2.3526 -0.8797 -0.0649 0.16
C -1.1545 -0.4772 -0.0400 -0.43
N -0.6661 0.8587 -0.0789 0.13
N 0.6500 0.7646 0.4089 -0.16
O 1.4661 1.7540 -0.1148 0.01
C 1.0875 -0.5221 0.1882 -0.87
S 2.5566 -1.1550 -0.0174 0.78
O -0.0120 -1.2779 0.0477 0.03
H -1.2572 1.5551 0.4203 0.17
H 2.1000 1.3018 -0.7131 0.08
```

Results
Total charge   0
Orbital gap   9.7 eV
ΔE to the lowest compared entry with this formula, charge and spin   2.162 eV

***

# 2
Below is 2 unconnected molecules or ions with the total composition C6H9N3 in a non-equilibrium geometry, with properties calculated with ωB97M-V/def2-TZVPD.

The geometry in XYZ format:
```
18
Properties=species:S:1:pos:R:3:lowdin_charge:R:1
C -0.0768 -3.7330 -0.4307 -0.05
C -0.3138 -2.7655 0.5843 -0.04
C 1.2470 1.5315 -0.3509 -0.13
C -0.3964 1.4536 -0.2517 -0.30
C 0.5411 0.8655 0.6903 -0.16
C -1.0757 2.6978 0.3412 -0.08
N 0.5472 -3.0495 -1.3963 -0.02
N 0.6735 -1.8295 -1.0806 0.02
N 0.1985 -1.6049 0.1135 0.01
H -0.4153 -4.7108 -0.5310 0.09
H -0.6584 -2.9708 1.5651 0.10
H 1.5566 1.0448 -1.2471 0.06
H 1.9345 2.3989 -0.1663 0.10
H -0.7731 0.9273 -1.0190 0.07
H 0.4930 0.8697 1.7885 0.10
H -1.9057 3.0146 -0.2351 0.04
H -0.1689 3.3591 0.1997 0.09
H -1.4071 2.5013 1.4261 0.10
```

Results
Total charge   0
Spin multiplicity   3
Orbital gap (alpha / beta)   7.2 / 5.5 eV
ΔE to the lowest compared entry with this formula, charge and spin   2.828 eV
<S²>   2.02

***

# 3
Below is a molecular structure, C20H12CaN4O7SSe in a non-equilibrium geometry, with properties calculated with ωB97M-V/def2-TZVPD.

The geometry in XYZ format:
```
46
Properties=species:S:1:pos:R:3:lowdin_charge:R:1
Ca -0.7947 0.1003 0.1401 1.40
O 0.8784 -0.2115 -1.2613 -0.12
C 0.8481 -0.9978 -2.2095 -0.17
C -0.0172 -2.1493 -2.3627 -0.11
C 0.1862 -2.9067 -3.5262 0.04
C -0.5531 -4.0311 -3.7415 -0.15
C -1.5285 -4.4491 -2.8266 0.01
C -1.7482 -3.7276 -1.6864 0.01
C -0.9972 -2.5560 -1.3939 -0.35
O -1.1769 -1.9259 -0.2914 -0.23
N -0.3242 -4.8182 -4.9656 -0.36
O -0.9772 -5.8362 -5.1055 0.07
O 0.5489 -4.4459 -5.7265 0.07
H 1.5674 -0.8409 -3.0262 0.14
H 0.9315 -2.6063 -4.2513 0.13
H -2.0939 -5.3455 -3.0398 0.12
H -2.5035 -4.0262 -0.9722 0.12
Se 1.3799 1.5395 2.6212 1.21
N 0.4391 0.0733 2.1364 -0.33
C 0.8801 -0.9204 2.8891 -0.36
C 0.4047 -2.2801 2.8042 -0.01
C 0.9467 -3.1968 3.6287 -0.06
C 1.9801 -2.8599 4.5871 -0.07
C 2.4534 -1.6056 4.6981 -0.02
C 1.9107 -0.5831 3.8367 -0.39
N 2.3051 0.6731 3.8516 -0.22
H -0.3583 -2.5388 2.0808 0.10
H 0.6048 -4.2230 3.5787 0.11
H 2.3753 -3.6432 5.2207 0.11
H 3.2250 -1.3386 5.4067 0.12
O -3.2311 0.6627 0.5788 0.03
C -2.8560 1.6529 -0.0403 -0.53
N -1.9078 1.5857 -1.0659 -0.22
S -0.9525 2.8716 -0.8730 0.64
O -0.0816 2.5302 0.2784 -0.46
O -0.3092 3.3411 -2.0547 -0.26
C -2.2100 3.9202 -0.2270 -0.22
C -2.2666 5.2903 -0.1262 -0.02
C -3.3901 5.8218 0.5064 -0.06
C -4.3823 4.9981 1.0256 -0.06
C -4.2970 3.6104 0.9164 0.01
C -3.2022 3.0875 0.2664 -0.13
H -1.4883 5.9247 -0.5280 0.12
H -3.4887 6.8957 0.5966 0.11
H -5.2354 5.4442 1.5192 0.11
H -5.0676 2.9604 1.3091 0.13
```

Results
Total charge   0
Orbital gap   7.3 eV
ΔE to the lowest compared entry with this formula, charge and spin   0.106 eV

***

# 4
Below is 6 unconnected molecules or ions with the total composition C17H35Cl10N2O in a non-equilibrium geometry, with properties calculated with ωB97M-V/def2-TZVPD.

The geometry in XYZ format:
```
65
Properties=species:S:1:pos:R:3:lowdin_charge:R:1
C -0.7461 -0.8795 0.6145 -0.17
C -0.8484 -2.3002 1.1644 -0.10
N -1.2359 -3.1937 0.0349 0.08
C -2.6828 -2.8913 -0.2533 -0.06
C -2.9322 -1.3811 -0.4689 -0.31
C -4.0304 -0.9230 0.5056 -0.08
C -5.3254 -1.6324 0.1229 -0.37
C -6.4991 -1.2712 0.9622 0.05
O -5.7241 -2.6095 0.9944 -0.11
N -1.7105 -0.5794 -0.4555 0.00
H 0.2465 -0.7733 0.1800 0.08
H -0.7638 -0.1830 1.4519 0.13
H 0.1354 -2.6221 1.4891 0.13
H -1.5466 -2.4066 1.9855 0.12
H -0.7033 -3.0026 -0.8131 0.15
H -1.2076 -4.1718 0.3208 0.13
H -3.2087 -3.1747 0.6528 0.09
H -3.0764 -3.5182 -1.0450 0.15
H -3.3564 -1.2801 -1.4666 0.14
H -3.8458 -1.2352 1.5302 0.13
H -4.2599 0.1337 0.3973 0.13
H -5.5193 -1.7850 -0.9356 0.15
H -7.4589 -1.7236 0.7633 0.12
H -6.3317 -0.9678 1.9856 0.12
H -1.9481 0.3988 -0.3756 0.12
Cl -2.5902 -5.5930 2.2473 0.57
C -4.2803 -5.1631 2.6871 -0.62
C -4.3810 -4.6703 4.1055 -0.67
Cl -4.0510 -5.9566 5.2863 0.57
H -4.8920 -6.0451 2.5217 0.08
H -4.6086 -4.3839 2.0022 0.04
H -5.3931 -4.3139 4.2890 0.08
H -3.6856 -3.8557 4.2959 0.06
Cl 0.1060 2.6946 -3.0365 0.55
C -1.0858 1.8019 -4.0189 -0.65
C -0.9257 0.3115 -3.8716 -0.68
Cl 0.5814 -0.2819 -4.6110 0.55
H -0.9754 2.1166 -5.0529 0.07
H -2.0724 2.1024 -3.6694 0.07
H -1.7464 -0.1968 -4.3773 0.07
H -0.9259 0.0185 -2.8242 0.03
Cl 3.6738 4.1492 0.2497 0.54
C 3.1253 4.6180 -1.3833 -0.66
C 4.1519 4.3014 -2.4390 -0.66
Cl 5.6023 5.3205 -2.2764 0.56
H 2.8894 5.6785 -1.3624 0.07
H 2.2108 4.0632 -1.5849 0.03
H 3.7333 4.4905 -3.4258 0.08
H 4.4671 3.2624 -2.3891 0.05
Cl 2.0749 -2.3917 -1.4276 0.55
C 3.7395 -2.5197 -0.7763 -0.63
C 4.1586 -1.2441 -0.0962 -0.66
Cl 4.3400 0.0906 -1.2565 0.56
H 4.3952 -2.7758 -1.6032 0.08
H 3.7466 -3.3432 -0.0647 0.08
H 5.1218 -1.3862 0.3902 0.08
H 3.4346 -0.9375 0.6550 0.06
Cl 6.6713 6.3426 3.7452 0.53
C 6.2046 6.8680 2.1064 -0.67
C 7.2792 6.5903 1.0893 -0.68
Cl 8.7223 7.6079 1.3330 0.54
H 5.9641 7.9270 2.1499 0.07
H 5.3042 6.3165 1.8397 0.04
H 6.9002 6.8085 0.0929 0.04
H 7.5941 5.5507 1.1194 0.07
```

Results
Total charge   +1
Orbital gap   8.8 eV
ΔE to the lowest compared entry with this formula, charge and spin   0.000 eV

***

# 5
Below is a molecular structure, C44H40CaClIN5O6SbSe4, with properties calculated with ωB97M-V/def2-TZVPD.

The geometry in XYZ format:
```
103
Properties=species:S:1:pos:R:3:lowdin_charge:R:1
Ca 0.9154 1.3725 1.0389 1.41
Cl -3.4105 1.1627 6.5677 0.57
C -2.2665 1.7145 5.3539 -0.69
C -1.0027 2.1731 5.7585 -0.12
C -0.0939 2.6047 4.8329 0.01
C -0.3933 2.6105 3.4312 -0.39
O 0.4593 3.0336 2.5936 -0.16
C -1.6932 2.1137 3.0443 -0.15
C -2.1354 2.0214 1.6725 -0.10
N -1.4342 2.3685 0.6598 0.04
C -1.9151 2.3501 -0.6454 -0.22
C -3.2374 2.2448 -1.0086 -0.02
C -3.6228 2.2346 -2.3632 -0.10
C -2.6877 2.3375 -3.3506 -0.06
C -1.3203 2.4883 -3.0187 -0.16
C -0.3138 2.6234 -4.0037 -0.01
C 0.9763 2.8274 -3.6235 -0.04
C 1.2691 2.8836 -2.2422 -0.12
N 0.3770 2.7130 -1.2975 0.09
C -0.9223 2.5170 -1.6665 -0.16
C -2.6007 1.6797 4.0287 -0.11
H -0.7538 2.1668 6.8129 0.10
H 0.9046 2.9188 5.1106 0.11
H -3.1457 1.6023 1.5590 0.12
H -4.0008 2.1690 -0.2450 0.10
H -4.6735 2.1378 -2.6103 0.10
H -2.9695 2.3123 -4.3971 0.11
H -0.5901 2.5572 -5.0502 0.11
H 1.7956 2.9127 -4.3240 0.03
H 2.2945 3.0437 -1.9258 0.06
H -3.5762 1.3123 3.7280 0.10
C 3.0821 -1.7100 1.8265 -0.01
N 1.9543 -2.3856 2.4573 -0.07
C 2.0416 -3.8193 2.6230 -0.16
C 1.2414 -4.2378 3.8405 -0.16
C -0.1948 -3.7966 3.6509 -0.18
N -0.2570 -2.4136 3.2324 -0.08
C -1.5477 -1.7671 3.3381 -0.03
C 0.7927 -1.7182 2.6845 -0.44
O 0.6504 -0.5318 2.3897 -0.06
H 3.9990 -2.0012 2.3431 0.09
H 2.9826 -0.6333 1.9186 0.05
H 3.1635 -1.9784 0.7704 0.10
H 3.0951 -4.0749 2.7448 0.12
H 1.6834 -4.3438 1.7261 0.13
H 1.6633 -3.7491 4.7216 0.12
H 1.2878 -5.3177 3.9896 0.11
H -0.7575 -3.9011 4.5839 0.12
H -0.6900 -4.4364 2.9060 0.12
H -1.8060 -1.5621 4.3817 0.09
H -2.3166 -2.4143 2.9048 0.09
H -1.5253 -0.8283 2.7951 0.07
C -4.3875 -5.4540 -1.9932 -0.06
C -4.3217 -4.0415 -2.5143 -0.24
C -5.4033 -3.5242 -3.2212 -0.07
C -5.3845 -2.2271 -3.7090 -0.10
C -4.2618 -1.4415 -3.5108 -0.02
C -3.1661 -1.9438 -2.8192 -0.21
N -2.0350 -1.1025 -2.6340 0.09
C -0.7959 -1.4944 -3.1399 -0.22
C -0.7177 -2.1621 -4.3676 -0.04
C 0.5107 -2.5088 -4.9022 -0.10
C 1.6908 -2.1924 -4.2402 -0.08
C 1.6185 -1.5279 -3.0289 -0.01
C 0.3958 -1.1808 -2.4588 -0.06
C 0.4027 -0.4863 -1.1175 -0.61
O 1.5189 -0.0421 -0.7385 -0.20
O -0.6495 -0.4036 -0.4280 -0.05
C -3.1935 -3.2433 -2.2916 -0.15
C -2.0237 -3.7412 -1.4866 -0.01
H -5.3031 -5.9424 -2.3276 0.07
H -4.3736 -5.4831 -0.9010 0.08
H -3.5404 -6.0501 -2.3384 0.08
H -6.2726 -4.1521 -3.3843 0.10
H -6.2385 -1.8357 -4.2486 0.09
H -4.1982 -0.4288 -3.8870 0.10
H -1.9317 -0.7117 -1.6940 0.11
H -1.6332 -2.3962 -4.8986 0.11
H 0.5447 -3.0172 -5.8594 0.09
H 2.6555 -2.4429 -4.6612 0.10
H 2.5186 -1.2686 -2.4858 0.10
H -1.2272 -4.1165 -2.1354 0.10
H -2.3160 -4.5451 -0.8124 0.06
H -1.5911 -2.9322 -0.8962 0.08
I 5.2838 8.0063 0.2120 0.78
C 4.6478 6.2004 1.0575 -0.74
C 3.5347 5.5593 0.5414 -0.14
C 3.1271 4.3563 1.1012 -0.04
C 3.8094 3.8011 2.1759 -0.13
C 4.9151 4.4734 2.6848 -0.02
C 5.3490 5.6657 2.1270 -0.16
C 3.4063 2.4723 2.7998 -0.65
O 3.5107 2.3646 4.0233 0.01
O 3.0556 1.5661 1.9770 -0.28
H 2.9935 5.9820 -0.2946 0.09
H 2.2512 3.8682 0.6931 0.09
H 5.4317 4.0398 3.5313 0.12
H 6.2224 6.1715 2.5170 0.08
Se 6.4624 2.3535 -1.0025 -0.03
Sb 5.2785 0.9823 -2.8264 -0.25
Se 6.1682 -1.1933 -3.1717 -0.24
Se 4.6491 2.4196 -4.6193 -0.19
Se 4.2384 1.3638 -0.6442 0.13
```

Results
Total charge   -2
Orbital gap   6.3 eV

***

Q: Which value of total charge does entry 1 give?
A: 0

***

What did the first record say?
Below is C2H3N3O2S in the gas phase in a non-equilibrium geometry, with properties calculated with ωB97M-V/def2-TZVPD.

The geometry in XYZ format:
```
11
Properties=species:S:1:pos:R:3:lowdin_charge:R:1
H -2.4178 -1.9224 -0.0360 0.09
N -2.3526 -0.8797 -0.0649 0.16
C -1.1545 -0.4772 -0.0400 -0.43
N -0.6661 0.8587 -0.0789 0.13
N 0.6500 0.7646 0.4089 -0.16
O 1.4661 1.7540 -0.1148 0.01
C 1.0875 -0.5221 0.1882 -0.87
S 2.5566 -1.1550 -0.0174 0.78
O -0.0120 -1.2779 0.0477 0.03
H -1.2572 1.5551 0.4203 0.17
H 2.1000 1.3018 -0.7131 0.08
```

Results
Total charge   0
Orbital gap   9.7 eV
ΔE to the lowest compared entry with this formula, charge and spin   2.162 eV

***

Copy entry 2 word for word.
Below is 2 unconnected molecules or ions with the total composition C6H9N3 in a non-equilibrium geometry, with properties calculated with ωB97M-V/def2-TZVPD.

The geometry in XYZ format:
```
18
Properties=species:S:1:pos:R:3:lowdin_charge:R:1
C -0.0768 -3.7330 -0.4307 -0.05
C -0.3138 -2.7655 0.5843 -0.04
C 1.2470 1.5315 -0.3509 -0.13
C -0.3964 1.4536 -0.2517 -0.30
C 0.5411 0.8655 0.6903 -0.16
C -1.0757 2.6978 0.3412 -0.08
N 0.5472 -3.0495 -1.3963 -0.02
N 0.6735 -1.8295 -1.0806 0.02
N 0.1985 -1.6049 0.1135 0.01
H -0.4153 -4.7108 -0.5310 0.09
H -0.6584 -2.9708 1.5651 0.10
H 1.5566 1.0448 -1.2471 0.06
H 1.9345 2.3989 -0.1663 0.10
H -0.7731 0.9273 -1.0190 0.07
H 0.4930 0.8697 1.7885 0.10
H -1.9057 3.0146 -0.2351 0.04
H -0.1689 3.3591 0.1997 0.09
H -1.4071 2.5013 1.4261 0.10
```

Results
Total charge   0
Spin multiplicity   3
Orbital gap (alpha / beta)   7.2 / 5.5 eV
ΔE to the lowest compared entry with this formula, charge and spin   2.828 eV
<S²>   2.02